Record 1
{
  "formula": "C16H21N3O9PPdS2",
  "method": "ωB97M-V with the def2-TZVPD basis set",
  "symbols": ["Pd", "O", "S", "O", "O", "C", "C", "C", "C", "C", "C", "S", "O", "O", "O", "H", "H", "H", "H", "C", "P", "C", "C", "O", "H", "H", "H", "H", "H", "H", "H", "H", "H", "O", "C", "C", "C", "C", "O", "N", "H", "H", "H", "H", "N", "C", "C", "C", "N", "H", "H", "H", "H"],
  "xyz": [[0.1463, -0.3664, 0.4871], [-0.5842, -3.7632, -1.6364], [0.0863, -2.5267, -1.3456], [-0.7627, -1.3250, -1.3757], [0.8327, -2.4900, -0.0659], [1.3917, -2.3599, -2.5801], [1.5338, -3.4660, -3.4052], [2.5922, -3.5738, -4.2997], [3.5336, -2.5697, -4.3599], [3.3921, -1.4483, -3.5516], [2.3297, -1.3140, -2.6714], [2.2317, 0.2896, -1.8525], [2.2562, 0.0356, -0.3944], [3.3736, 1.0510, -2.3071], [0.9464, 0.8169, -2.2802], [0.8077, -4.2600, -3.3207], [2.6771, -4.4503, -4.9297], [4.3751, -2.6401, -5.0378], [4.1022, -0.6357, -3.6109], [-0.9225, 4.3588, 0.6178], [-0.2104, 3.0481, -0.3954], [-0.9441, 3.2519, -2.0181], [1.5306, 3.4671, -0.5407], [-0.4890, 1.7361, 0.2521], [-0.7865, 5.3399, 0.1637], [-0.4488, 4.3397, 1.5998], [-1.9865, 4.1631, 0.7469], [-0.6690, 4.2163, -2.4469], [-2.0292, 3.1923, -1.9270], [-0.5870, 2.4450, -2.6543], [1.6338, 4.5394, -0.7201], [2.0065, 2.9131, -1.3472], [2.0247, 3.2098, 0.3968], [-3.3967, -0.6684, 0.7204], [-2.7010, -1.5308, 1.2346], [-3.2062, -2.8898, 1.7037], [-2.0654, -3.4153, 2.5661], [-0.9551, -2.3814, 2.3765], [0.1396, -2.4448, 2.8953], [-1.3806, -1.3915, 1.5278], [-3.3857, -3.4962, 0.8146], [-4.1570, -2.7671, 2.2218], [-1.6787, -4.3875, 2.2624], [-2.3126, -3.4732, 3.6274], [-1.5322, 1.1228, 2.9271], [-1.8669, 1.7671, 4.0582], [-0.6972, 1.9636, 4.7630], [0.2946, 1.3742, 3.9558], [-0.2306, 0.8759, 2.8510], [-2.1320, 0.7638, 2.1918], [-2.8906, 2.0223, 4.2687], [-0.5840, 2.4460, 5.7170], [1.3540, 1.2855, 4.1274]],
  "nbo_charge": [1.379, -0.968, 2.387, -0.972, -0.992, -0.223, -0.213, -0.220, -0.215, -0.192, -0.337, 2.415, -1.030, -0.999, -1.019, 0.245, 0.205, 0.204, 0.245, -1.010, 1.998, -1.025, -1.028, -1.141, 0.228, 0.249, 0.246, 0.227, 0.243, 0.300, 0.225, 0.289, 0.257, -0.655, 0.681, -0.516, -0.517, 0.686, -0.616, -0.752, 0.237, 0.215, 0.233, 0.217, -0.320, -0.061, -0.368, -0.055, -0.259, 0.451, 0.212, 0.218, 0.210],
  "energy_ha": -2729.504415,
  "charge": -1,
  "homo_energy_ev": [-5.81, -6.09],
  "spin_multiplicity": 3,
  "homo_lumo_gap_ha": [0.30999, 0.30663]
}



Record 2
{
  "formula": "C16H21N3OS",
  "method": "ωB97M-V with the def2-TZVPD basis set",
  "symbols": ["C", "N", "C", "C", "C", "C", "N", "C", "O", "N", "C", "C", "S", "C", "C", "C", "C", "C", "C", "C", "C", "H", "H", "H", "H", "H", "H", "H", "H", "H", "H", "H", "H", "H", "H", "H", "H", "H", "H", "H", "H", "H"],
  "xyz": [[-5.4221, -1.7368, 0.9989], [-4.4532, -0.7487, 0.5831], [-3.1189, -1.0717, 1.0508], [-2.1597, 0.0716, 0.7380], [-2.1218, 0.3355, -0.7659], [-1.2022, 1.5143, -1.1053], [0.1688, 1.2482, -0.7454], [0.7979, 1.9152, 0.2501], [0.3419, 2.8836, 0.8201], [2.0704, 1.4645, 0.5597], [2.6983, 0.2642, 0.2624], [2.1043, -0.9389, 0.0465], [3.2264, -2.2213, -0.2803], [4.5677, -1.1308, -0.0935], [5.9145, -1.4423, -0.2079], [6.8371, -0.4326, -0.0322], [6.4251, 0.8703, 0.2472], [5.0882, 1.1809, 0.3588], [4.1349, 0.1756, 0.1918], [-3.5488, 0.6027, -1.2388], [-4.4584, -0.5603, -0.8546], [-6.4132, -1.4245, 0.6724], [-5.4196, -1.8034, 2.0860], [-5.2168, -2.7384, 0.5861], [-3.1648, -1.2278, 2.1315], [-2.7459, -2.0066, 0.5873], [-2.5013, 0.9723, 1.2488], [-1.1641, -0.1730, 1.1132], [-1.7428, -0.5600, -1.2764], [-1.5038, 2.4013, -0.5443], [-1.2610, 1.7345, -2.1771], [0.6493, 0.5050, -1.2245], [2.5807, 2.0937, 1.1632], [1.0613, -1.1846, 0.0823], [6.2227, -2.4526, -0.4271], [7.8907, -0.6521, -0.1135], [7.1668, 1.6441, 0.3753], [4.7765, 2.1941, 0.5658], [-3.5741, 0.7436, -2.3210], [-3.9187, 1.5112, -0.7624], [-5.4834, -0.3432, -1.1663], [-4.1290, -1.4766, -1.3827]],
  "nbo_charge": [-0.404, -0.436, -0.216, -0.408, -0.219, -0.214, -0.636, 0.793, -0.651, -0.634, 0.121, -0.457, 0.402, -0.188, -0.214, -0.203, -0.219, -0.202, -0.042, -0.404, -0.214, 0.200, 0.200, 0.160, 0.203, 0.153, 0.216, 0.207, 0.186, 0.236, 0.192, 0.401, 0.413, 0.239, 0.222, 0.217, 0.217, 0.211, 0.207, 0.209, 0.201, 0.155],
  "energy_ha": -1260.029950,
  "charge": 0,
  "homo_energy_ev": -8.07,
  "spin_multiplicity": 1,
  "homo_lumo_gap_ha": 0.31865,
  "smiles": "CN1CCC(CNC(=O)Nc2csc3ccccc23)CC1"
}



Record 3
{
  "formula": "C16H21N5OS",
  "method": "ωB97M-V with the def2-TZVPD basis set",
  "symbols": ["C", "C", "C", "C", "N", "C", "O", "C", "S", "C", "N", "N", "C", "C", "C", "C", "N", "C", "C", "N", "C", "C", "C", "H", "H", "H", "H", "H", "H", "H", "H", "H", "H", "H", "H", "H", "H", "H", "H", "H", "H", "H", "H", "H"],
  "xyz": [[6.2556, -1.5712, -1.3795], [5.4350, -0.9966, -0.2292], [5.2991, 0.5225, -0.3529], [4.4355, 1.0782, 0.7776], [3.1377, 0.4312, 0.7811], [2.0406, 1.1442, 0.4694], [2.0623, 2.3435, 0.2595], [0.7225, 0.3941, 0.4133], [-0.5237, 1.6626, 0.0336], [-1.8962, 0.6038, 0.1064], [-1.8708, -0.6888, 0.3236], [-3.1341, -1.1191, 0.3216], [-3.9290, -0.1037, 0.0922], [-5.3720, -0.2221, 0.0134], [-6.1706, 0.5984, -0.7826], [-7.5393, 0.3818, -0.7842], [-8.1353, -0.5629, -0.0791], [-7.3745, -1.3569, 0.6580], [-5.9997, -1.2349, 0.7423], [-3.1789, 1.0411, -0.0532], [-3.5798, 2.4075, -0.2249], [3.2126, -1.0019, 0.9468], [4.0368, -1.6174, -0.1866], [7.2512, -1.1343, -1.3924], [6.3542, -2.6494, -1.2776], [5.7760, -1.3589, -2.3324], [5.9450, -1.2253, 0.7141], [6.2820, 0.9942, -0.3212], [4.8348, 0.7692, -1.3100], [4.2707, 2.1494, 0.6537], [4.9185, 0.8973, 1.7445], [0.4530, -0.0684, 1.3626], [0.6910, -0.3549, -0.3778], [-5.7464, 1.3655, -1.4101], [-8.1945, 0.9989, -1.3858], [-7.9005, -2.1253, 1.2090], [-5.4051, -1.8981, 1.3486], [-3.6600, 2.6594, -1.2850], [-2.8220, 3.0503, 0.2247], [-4.5385, 2.5754, 0.2654], [2.2158, -1.4384, 0.9732], [3.7043, -1.2080, 1.9057], [4.1054, -2.6959, -0.0383], [3.5314, -1.4362, -1.1377]],
  "nbo_charge": [-0.597, -0.216, -0.406, -0.222, -0.428, 0.673, -0.630, -0.618, 0.313, 0.161, -0.333, -0.260, 0.286, -0.044, -0.256, 0.041, -0.414, 0.040, -0.222, -0.355, -0.413, -0.209, -0.406, 0.210, 0.209, 0.204, 0.192, 0.213, 0.204, 0.249, 0.187, 0.256, 0.252, 0.215, 0.193, 0.195, 0.242, 0.209, 0.230, 0.226, 0.219, 0.193, 0.214, 0.201],
  "energy_ha": -1369.520181,
  "charge": 0,
  "homo_energy_ev": -8.29,
  "spin_multiplicity": 1,
  "homo_lumo_gap_ha": 0.32363,
  "smiles": "CC1CCN(C(=O)CSc2nnc(-c3ccncc3)n2C)CC1"
}